Entry 1:
C9H20Si | ωB97M-V/def2-TZVPD

```
30
Properties=species:S:1:pos:R:3:lowdin_charge:R:1
C 2.931 -0.270 0.511 -0.06
C 1.723 0.250 -0.146 -0.53
C 1.583 1.752 0.122 -0.03
C 1.298 -0.369 -1.499 -0.04
C 0.468 -0.559 -0.242 -0.41
C 0.484 -2.123 0.306 -0.04
Si -1.323 0.145 -0.050 0.71
C -2.610 -1.256 -0.448 -0.17
C -1.611 1.530 -1.451 -0.17
C -1.685 0.632 1.887 -0.16
H 2.634 -0.296 1.635 0.13
H 3.639 0.518 0.382 0.07
H 3.353 -1.213 0.238 0.07
H 2.337 2.357 -0.279 0.06
H 1.669 1.821 1.232 0.10
H 0.700 2.100 -0.295 0.03
H 0.752 0.312 -2.094 0.05
H 1.992 -1.156 -1.875 0.13
H 0.148 -2.738 -0.442 0.02
H -0.122 -2.287 1.276 0.10
H 1.517 -2.324 0.474 0.04
H -3.180 -1.224 -1.326 -0.01
H -2.222 -2.287 -0.467 0.02
H -3.269 -1.173 0.437 0.02
H -1.665 2.630 -1.332 0.03
H -0.722 1.441 -2.142 0.02
H -2.395 1.229 -2.085 -0.02
H -1.843 -0.292 2.438 0.01
H -0.815 1.215 2.123 -0.01
H -2.611 1.248 1.854 0.03
```

Output
**Maximum force**: 4.5 eV/A
**Energy relative to the best compared isomer or geometry (same formula, charge and spin)**: 169.22 kJ/mol
**Energy**: -17533.5620 eV
**Frontier orbital gap**: 10.11 eV

Entry 2:
C9H21BBrO6P2 | ωB97M-V/def2-TZVPD

```
40
Properties=species:S:1:pos:R:3:lowdin_charge:R:1
C 2.565 1.540 1.716 -0.07
C 1.151 2.119 1.773 -0.26
O 0.880 2.897 0.602 -0.21
P -0.492 2.867 -0.234 0.48
O -0.765 4.192 -0.822 -0.28
C -0.285 1.586 -1.500 -0.19
C 0.602 0.336 -1.286 -0.21
C -0.157 -0.993 -1.446 -0.18
C 0.477 -2.265 -0.857 -0.69
P 1.968 -2.993 -1.681 0.68
O 2.993 -1.681 -1.778 -0.42
Br 1.304 -2.948 -3.845 0.25
C 0.881 -2.120 0.667 -0.27
O 0.335 -3.211 1.307 -0.10
B -0.928 -3.467 0.539 -0.58
O -0.447 -3.322 -0.886 -0.14
O -1.613 2.441 0.821 -0.21
C -2.135 1.112 1.017 -0.27
C -3.503 0.963 0.385 -0.07
H 3.213 1.978 2.476 0.07
H 2.995 1.730 0.731 0.08
H 2.550 0.458 1.876 0.07
H 1.033 2.792 2.627 0.12
H 0.412 1.328 1.891 0.09
H 0.151 2.207 -2.294 0.09
H -1.283 1.307 -1.856 0.09
H 1.398 0.367 -2.030 0.10
H 1.078 0.369 -0.304 0.07
H -0.318 -1.179 -2.512 0.07
H -1.146 -0.933 -0.981 0.10
H 2.964 -1.166 -0.968 0.02
H 0.468 -1.165 1.037 0.10
H 1.975 -2.079 0.830 0.10
H -1.398 -4.564 0.753 0.05
H -1.742 -2.541 0.804 0.07
H -2.193 0.962 2.098 0.12
H -1.452 0.359 0.632 0.08
H -4.222 1.642 0.848 0.08
H -3.476 1.145 -0.692 0.07
H -3.835 -0.069 0.541 0.08
```

Output
**Maximum force**: 0.6 eV/A
**Energy**: -111261.0963 eV
**Charge**: -1
**Frontier orbital gap**: 7.90 eV

Entry 3:
C9H21BFN2O2V | ωB97M-V/def2-TZVPD

```
37
Properties=species:S:1:pos:R:3:lowdin_charge:R:1
C 1.978 -2.103 0.088 -0.09
C 2.181 -0.776 -0.660 -0.24
C 0.881 -0.031 -0.977 -0.23
C 0.839 1.404 -0.526 0.01
B -0.255 1.557 0.925 -0.66
N 0.148 2.893 1.416 0.19
C 0.203 0.446 2.030 -0.09
C -0.706 -0.736 2.192 -0.29
N -1.068 -1.264 3.279 0.10
C -1.834 1.591 0.478 -0.04
C -2.322 0.955 -0.816 -0.38
C -2.786 -0.490 -0.724 -0.03
F -3.451 1.701 -1.240 -0.06
H 1.936 -2.936 -0.609 0.05
H 2.795 -2.288 0.787 0.08
H 1.040 -2.099 0.645 0.06
H 2.628 -0.972 -1.636 0.08
H 2.883 -0.169 -0.081 0.11
H 0.028 -0.605 -0.617 0.09
H 0.758 0.035 -2.081 0.13
H 1.823 1.804 -0.286 0.10
H 0.394 2.075 -1.263 0.11
H 0.285 3.620 0.719 0.10
H 1.009 2.882 1.959 0.09
H 0.254 0.955 3.002 0.11
H 1.215 0.057 1.851 0.10
H -1.093 -1.218 1.292 0.09
H -0.669 -0.765 4.077 0.05
H -2.432 1.187 1.304 0.12
H -2.109 2.647 0.402 0.11
H -1.601 1.060 -1.634 0.13
H -3.554 -0.650 -1.482 0.08
H -1.982 -1.201 -0.923 0.07
H -3.230 -0.701 0.251 0.08
O 0.723 -2.404 -2.635 -0.53
V 1.810 -2.644 -3.883 0.99
O 3.279 -2.817 -4.623 -0.55
```

Output
**Maximum force**: 2.3 eV/A
**Energy**: -45822.8185 eV
**Frontier orbital gap**: 2.67 eV

Entry 4:
C9H21Cl2MoO3P2 | ωB97M-V/def2-TZVPD

```
38
Properties=species:S:1:pos:R:3:mulliken_spin:R:1
C -0.002 -3.218 -3.407 0.05
C -0.332 -2.473 -2.145 -0.02
H -0.888 -3.212 -4.099 0.01
H 0.226 -4.284 -3.158 0.00
H 0.871 -2.793 -3.941 0.00
O -1.438 -1.901 -1.941 0.03
Cl 0.794 -3.276 -0.384 -0.11
Mo 0.366 -0.895 -0.588 1.50
P 0.196 1.159 -1.573 -0.11
C -1.344 2.040 -1.279 0.02
C 1.423 2.486 -1.354 0.01
H 1.214 0.544 -3.647 0.00
H 0.077 1.861 -3.877 0.00
H -0.517 0.207 -3.703 0.00
C 0.237 0.919 -3.361 0.05
H 2.425 2.106 -1.556 0.00
H 1.272 3.373 -1.981 0.00
H -1.497 2.861 -1.979 0.00
H -1.320 2.454 -0.276 0.00
H 1.418 2.808 -0.312 0.00
H -2.206 1.381 -1.314 0.00
C -1.792 -0.671 -0.316 0.00
O -2.876 -0.432 0.144 0.04
Cl 2.630 -0.115 -0.106 0.11
C -0.111 1.330 4.185 0.06
P 0.111 0.196 2.798 -0.01
C 1.611 -0.776 3.004 0.01
C -1.284 -0.924 3.028 0.00
O 0.167 0.947 1.460 0.34
H 0.717 1.190 4.890 0.01
H -1.046 1.077 4.701 0.01
H -0.161 2.376 3.859 0.00
H 1.864 -0.977 4.053 0.00
H 1.408 -1.713 2.451 0.00
H 2.411 -0.223 2.481 0.00
H -1.997 -0.805 2.198 0.00
H -0.873 -1.941 3.053 0.00
H -1.756 -0.687 3.991 0.00
```

Output
**Maximum force**: 9.4 eV/A
**Energy**: -61260.5580 eV
**Charge**: +3
**Spin multiplicity**: 3
**Frontier orbital gap (alpha / beta)**: 6.00 / 5.23 eV

Entry 5:
C9H21Cl6N3PS | ωB97M-V/def2-TZVPD

```
41
Properties=species:S:1:pos:R:3:lowdin_charge:R:1
N 1.700 -3.266 -0.283 0.31
C 0.548 -2.696 -0.409 -0.43
N 0.275 -1.684 -1.307 0.10
C -0.717 -0.843 -0.564 -0.18
C -0.809 -1.520 0.806 -0.15
N -0.472 -2.968 0.494 -0.22
P -1.833 -3.870 -0.117 0.30
S -2.719 -4.943 1.184 0.23
H 2.420 -3.199 -0.994 0.11
H 1.909 -3.756 0.575 0.16
H -0.018 -1.978 -2.228 0.16
H -1.638 -0.846 -1.141 0.06
H -0.438 0.206 -0.510 0.11
H 0.019 -1.246 1.455 0.06
H -1.768 -1.418 1.300 0.11
H -2.651 -2.887 -0.684 -0.01
H -1.274 -4.561 -1.203 0.00
Cl 4.277 -1.228 -1.640 0.57
C 3.121 0.114 -1.390 -0.67
C 3.790 1.463 -1.343 -0.64
Cl 4.771 1.691 0.123 0.59
H 2.569 -0.087 -0.475 0.04
H 2.431 0.090 -2.231 0.07
H 3.019 2.232 -1.332 0.08
H 4.432 1.626 -2.204 0.08
Cl -3.582 0.485 -0.015 0.59
C -4.254 2.145 -0.087 -0.62
C -4.166 2.701 -1.481 -0.65
Cl -2.471 2.973 -1.974 0.53
H -3.694 2.748 0.622 0.07
H -5.291 2.088 0.235 0.08
H -4.675 3.662 -1.523 0.08
H -4.616 2.031 -2.208 0.07
Cl -0.433 2.918 2.827 0.54
C 1.348 2.807 2.820 -0.64
C 1.810 1.507 2.223 -0.68
Cl 1.418 0.105 3.260 0.57
H 1.698 2.924 3.841 0.08
H 1.722 3.634 2.221 0.08
H 2.890 1.495 2.103 0.02
H 1.349 1.346 1.250 0.04
```

Output
**Maximum force**: 1.5 eV/A
**Energy**: -109396.5935 eV
**Charge**: +1
**Frontier orbital gap**: 8.07 eV

Entry 6:
C9H21EuINO6P | ωB97M-V/def2-TZVPD

```
40
Properties=species:S:1:pos:R:3:mulliken_spin:R:1
C -1.933 -2.550 -1.875 0.00
C -1.483 -3.215 -0.582 0.00
O -0.130 -2.891 -0.257 0.00
C -2.290 -2.853 0.672 0.00
N -3.062 -1.572 0.612 0.00
C -2.380 -0.415 1.206 0.02
C -0.875 -0.291 0.921 0.01
O -0.698 1.125 0.909 0.00
C 0.566 1.751 0.844 0.00
O 0.288 3.077 0.445 0.00
C -0.376 3.275 -0.687 0.00
I -2.585 3.473 -0.372 -0.02
C 1.538 1.021 -0.104 0.00
O 2.158 0.031 0.673 0.00
O 2.426 1.899 -0.686 0.00
C 3.508 2.391 0.116 0.00
P 5.076 1.531 -0.287 0.00
O 5.941 2.285 -1.216 0.00
H -1.760 -1.468 -1.867 0.00
H -2.993 -2.742 -2.063 0.00
H -1.371 -2.966 -2.712 0.00
H -1.598 -4.295 -0.725 0.00
H 0.465 -3.382 -0.834 0.00
H -1.611 -2.807 1.524 0.00
H -3.010 -3.649 0.871 0.00
H -3.915 -1.720 1.141 0.00
H -2.589 -0.282 2.275 0.00
H -2.786 0.464 0.713 -0.05
H -0.648 -0.722 -0.056 0.00
H -0.265 -0.789 1.673 0.00
H 0.991 1.851 1.844 0.00
H -0.296 2.478 -1.428 0.00
H -0.143 4.254 -1.100 0.00
H 0.998 0.579 -0.952 0.00
H 1.862 -0.850 0.427 0.00
H 3.285 2.370 1.186 0.00
H 3.682 3.430 -0.179 0.00
H 5.602 1.253 0.982 0.00
H 4.606 0.285 -0.731 0.00
Eu -4.196 0.636 -0.320 7.03
```

Output
**Maximum force**: 4.0 eV/A
**Energy relative to the best compared isomer or geometry (same formula, charge and spin)**: 0.00 kJ/mol
**Energy**: -60148.0481 eV
**Charge**: +2
**Spin multiplicity**: 8
**Frontier orbital gap (alpha / beta)**: 5.84 / 6.01 eV

Entry 7:
C9H21I2O2P2Pt | ωB97M-V/def2-TZVPD

```
37
Properties=species:S:1:pos:R:3:mulliken_spin:R:1
I -3.287 0.063 2.871 0.99
I 2.259 -0.779 2.650 0.91
Pt -0.531 0.120 -1.460 0.81
P -0.249 -2.236 -0.592 0.33
C -0.356 -2.956 1.101 0.03
C -1.374 -3.245 -1.586 0.01
H -1.116 -4.314 -1.584 0.02
H 1.636 -3.602 -1.467 0.01
H -1.421 -2.842 -2.603 0.00
H 1.610 -1.899 -2.045 0.00
H -1.309 -2.657 1.553 0.00
H -2.370 -3.142 -1.139 0.00
C 1.460 -2.551 -1.171 0.01
H -0.292 -4.053 1.090 0.01
H 2.136 -2.227 -0.357 -0.01
H 0.466 -2.583 1.726 0.00
P -0.130 2.305 -0.633 0.38
C -0.629 3.074 0.939 0.02
C 1.428 2.788 -1.398 -0.02
H -1.307 2.379 -2.682 0.02
H -1.340 3.999 -1.922 0.02
H -2.346 2.719 -1.295 0.00
C -1.385 2.942 -1.751 0.01
H 1.810 1.982 -2.060 0.01
H 1.463 3.688 -2.024 0.02
H -1.233 4.031 0.903 0.01
H 0.189 3.244 1.706 0.00
H 2.274 2.900 -0.693 0.00
H -1.378 2.426 1.531 0.00
C -0.701 0.230 0.450 0.29
O -0.501 -0.128 1.599 0.09
C 2.671 1.449 4.418 0.04
C 2.787 1.371 2.912 0.00
O 2.874 2.233 2.088 -0.02
H 1.595 1.513 4.583 0.00
H 3.112 2.112 5.169 0.01
H 2.761 0.320 4.562 0.02
```

Output
**Maximum force**: 7.7 eV/A
**Energy**: -51758.4710 eV
**Charge**: +3
**Spin multiplicity**: 5
**Frontier orbital gap (alpha / beta)**: 6.51 / 3.22 eV

Entry 8:
C9H21I2O3P2Sc | ωB97M-V/def2-TZVPD

```
38
Properties=species:S:1:pos:R:3:lowdin_charge:R:1
I -3.317 -2.067 0.300 0.58
I -0.696 -3.138 0.897 0.80
Sc -0.838 -0.127 -0.221 0.56
P 0.643 -1.608 -1.922 0.75
C 2.171 -2.604 -2.016 -0.22
C -0.636 -2.744 -2.611 -0.30
H -0.316 -3.154 -3.580 0.07
H 1.082 -1.178 -4.289 0.07
H -1.578 -2.184 -2.723 0.04
H 0.096 0.157 -3.522 0.06
H 2.123 -3.448 -1.324 0.05
H -0.796 -3.566 -1.893 -0.02
C 0.963 -0.525 -3.395 -0.23
H 2.352 -2.987 -3.029 0.08
H 1.900 0.039 -3.194 0.07
H 3.020 -1.965 -1.744 0.07
P -0.820 0.592 2.385 0.79
C 0.163 0.453 3.919 -0.22
C -1.003 2.447 2.392 -0.23
H -3.202 0.289 2.082 -0.01
H -2.832 0.665 3.808 0.07
H -2.504 -0.981 3.139 0.02
C -2.511 0.099 2.921 -0.32
H -1.614 2.746 1.516 0.05
H -1.510 2.748 3.336 0.07
H -0.281 1.015 4.750 0.08
H 1.164 0.862 3.737 0.07
H 0.017 2.888 2.344 0.07
H 0.256 -0.594 4.217 0.06
C 0.896 -1.112 0.876 -0.57
O 1.916 -1.414 1.373 0.09
C 0.957 3.504 -1.472 0.04
C 0.715 2.165 -0.868 -0.61
O -0.531 1.741 -1.075 -0.19
O 1.494 1.425 -0.223 0.00
H 0.024 3.809 -1.945 0.10
H 1.763 3.505 -2.199 0.10
H 1.269 4.249 -0.746 0.10
```

Output
**Maximum force**: 5.7 eV/A
**Energy relative to the best compared isomer or geometry (same formula, charge and spin)**: 104.77 kJ/mol
**Energy**: -71282.0310 eV
**Charge**: +2
**Frontier orbital gap**: 6.06 eV

- Which of these has the lowest maximum force?
  C9H21BBrO6P2

- The lowest energy belongs to which entry?
  C9H21BBrO6P2

- Among the records above, which one has the lowest energy?
  C9H21BBrO6P2